65
Properties=species:S:1:pos:R:3:forces:R:3 method="wB97M-V/def2-TZVPD" spin_multiplicity=1 gap_ev=3.46 de_lowest_kcal_mol=0.0 homo_ev=-15.5 total_charge=+3
Bi -1.19019 -0.15800 -0.34552 5.060 -0.652 4.594
P -2.00618 -2.52029 0.88686 -0.425 -0.956 0.542
P 1.44583 -0.29762 2.09315 0.538 0.114 0.464
P 1.09450 -1.06022 -1.70846 0.530 -0.615 -0.770
H -1.88608 1.55164 -2.45080 0.607 -0.125 0.587
C -2.19061 0.52017 -2.25203 -5.352 0.235 -0.891
C -3.23213 0.28586 -1.25902 -0.701 1.492 -4.791
H -3.68098 1.16543 -0.78075 0.741 -0.269 0.562
C -3.31356 -2.08846 2.09512 0.023 0.472 -0.204
C -0.66759 -3.28047 1.87669 0.337 0.298 -0.198
C -2.69548 -3.85625 -0.15207 0.112 0.328 -0.433
C 2.61185 1.12417 2.12767 -0.179 0.119 -0.266
C 0.77303 -0.11592 3.79606 -0.237 -0.085 -0.076
C 2.66024 -1.64923 2.41995 -0.266 -0.101 -0.231
C 0.95307 -0.98714 -3.52179 -0.213 0.059 -0.044
C 1.48412 -2.80228 -1.33222 -0.249 -0.179 0.175
C 2.60779 -0.11088 -1.33078 -0.117 0.421 0.375
H -2.10373 -0.14400 -3.11180 0.315 -0.396 0.413
H -3.91419 -0.56567 -1.33550 0.618 -0.218 0.106
H -4.04939 -1.41688 1.62872 0.139 -0.227 0.205
H -2.86673 -1.57874 2.96096 -0.106 -0.124 -0.302
H -3.83231 -2.99516 2.43931 0.262 0.137 -0.175
H -0.36776 -2.62775 2.71179 -0.174 -0.184 -0.400
H 0.20932 -3.47887 1.24124 -0.311 0.037 0.252
H -1.02777 -4.23289 2.28983 -0.092 0.186 -0.162
H -3.39296 -3.42701 -0.88828 0.155 -0.259 0.237
H -3.23985 -4.56364 0.48766 0.156 0.175 -0.073
H -1.89598 -4.39119 -0.68929 -0.269 0.212 0.204
H 3.29836 1.02471 2.98051 -0.201 0.049 -0.241
H 2.04537 2.06040 2.21307 0.190 -0.179 -0.029
H 3.18999 1.15464 1.19757 -0.003 0.089 0.251
H 1.58936 -0.23441 4.52434 -0.329 0.096 -0.163
H 0.00338 -0.87338 3.98599 0.145 0.133 0.152
H 0.31544 0.87461 3.90737 0.162 -0.211 0.013
H 3.27769 -1.38254 3.28839 -0.126 -0.127 -0.255
H 3.30776 -1.79779 1.54727 -0.032 -0.023 0.222
H 2.13027 -2.58716 2.62530 0.234 0.113 0.015
H 1.92162 -1.31468 -3.92556 -0.257 0.081 -0.020
H 0.74313 0.03607 -3.85937 0.185 -0.105 0.125
H 0.15846 -1.64003 -3.90550 0.226 0.022 0.170
H 2.13226 -3.18102 -2.13361 -0.074 0.033 0.197
H 0.56699 -3.40852 -1.30270 0.289 0.133 -0.161
H 1.99530 -2.90821 -0.36544 -0.095 0.169 -0.279
H 3.24898 -0.14088 -2.21928 -0.134 -0.071 0.074
H 3.16081 -0.52089 -0.47290 -0.356 -0.037 -0.297
H 2.38385 0.94420 -1.11867 -0.029 -0.241 -0.146
C 1.07960 3.73458 -1.75320 0.313 -0.226 -0.771
C -0.13206 3.69452 -2.46718 0.087 -0.139 0.516
C -0.14945 3.26324 -3.78932 -0.095 -0.136 -0.349
C 1.04262 2.88768 -4.43126 -0.159 -0.036 0.178
C 2.25554 2.95243 -3.73526 -0.292 -0.011 -0.021
C 2.28499 3.38994 -2.40684 -0.720 0.042 0.394
Se 1.08843 4.27660 0.09029 -0.152 0.070 -0.289
H -0.02979 5.19994 -0.15306 0.133 -0.020 0.258
H -1.05416 4.02292 -1.95887 0.433 -0.179 -0.388
H -1.10980 3.22964 -4.33127 0.607 0.139 0.180
H 1.01781 2.57091 -5.47835 0.057 0.144 0.394
H 3.17862 2.67146 -4.24260 -0.178 0.178 0.146
H 3.22394 3.48671 -1.86036 -0.151 -0.038 -0.243
C -2.50801 2.21775 4.04538 -0.174 0.327 0.702
C -2.21401 1.68806 2.74079 0.446 -0.772 -1.763
N -1.96787 1.24036 1.69458 -0.928 0.934 2.110
H -1.64090 2.09779 4.70887 -0.195 0.036 -0.195
H -3.36316 1.68648 4.48519 0.196 0.118 -0.150
H -2.75764 3.28514 3.97898 0.074 -0.249 -0.042

71
Properties=species:S:1:pos:R:3:forces:R:3 method="wB97M-V/def2-TZVPD" spin_multiplicity=2 gap_ev="8.95 / 9.48" homo_ev="-8.5 / -9.3" total_charge=0
C -5.14219 -0.04046 0.52380 0.382 0.108 -0.046
C -3.65967 0.01754 0.00664 -1.701 -0.104 0.969
C -2.79586 -0.16766 1.24564 0.004 0.119 -0.190
C -3.48354 -1.12092 -1.01234 0.786 0.089 -0.743
C -2.50385 -0.85058 -2.18899 0.485 0.015 0.326
C -1.06358 -1.07311 -1.67881 -0.140 0.000 -0.437
C 0.05908 -0.47211 -2.52783 0.247 -0.369 0.568
S 0.81472 0.99487 -1.76732 -0.174 0.518 -0.015
C 1.20557 0.29857 -0.21345 0.392 -0.327 -1.596
N 0.79596 0.59437 0.94377 -0.385 0.271 1.225
N 1.42859 -0.30503 1.81314 -0.805 0.826 1.167
C 2.14199 -1.06361 1.10821 0.373 -0.259 -1.409
O 2.07030 -0.74436 -0.22299 0.406 -0.600 0.379
P -2.98888 -2.11079 -3.50625 -0.856 0.045 -0.013
O -3.28099 -3.43718 -2.59994 0.467 0.081 -0.048
Cl -1.20002 -2.61665 -4.44372 0.075 0.027 0.124
C -2.76984 0.53399 -2.81752 -0.228 -0.245 0.298
C -3.66098 1.49924 -1.99837 -0.352 0.839 -1.161
C -5.13587 1.30997 -2.40949 0.731 -0.212 0.894
C -3.28217 2.91599 -2.42814 -0.220 -0.252 -0.286
N -3.44931 1.37680 -0.55276 1.309 -0.763 -0.463
O -2.40369 1.98697 -0.12758 -0.307 0.241 0.236
H -5.15872 -0.11196 1.60594 -0.020 -0.010 0.155
H -5.68005 -0.89309 0.12807 -0.147 -0.141 -0.084
H -5.66997 0.86601 0.25892 -0.181 0.135 -0.116
H -3.05795 0.58929 1.97366 0.124 0.279 0.115
H -3.07055 -1.11808 1.69070 0.159 -0.305 0.000
H -1.73382 -0.09702 1.04785 0.133 -0.051 0.122
H -3.08816 -1.96409 -0.45225 -0.049 -0.215 0.109
H -4.42425 -1.46632 -1.42769 -0.348 0.183 0.101
H -0.89405 -2.15139 -1.64851 0.026 -0.173 0.147
H -0.97744 -0.73319 -0.65166 -0.015 0.118 0.049
H -0.26479 -0.19386 -3.51950 -0.062 0.309 -0.165
H 0.83847 -1.20909 -2.67546 0.187 -0.101 -0.018
H 2.76381 -1.88195 1.40978 0.104 -0.181 0.124
H -2.61243 -3.56314 -1.91018 -0.070 -0.228 0.002
H -1.86576 1.06859 -3.09004 0.263 -0.160 0.145
H -3.30885 0.36382 -3.74736 -0.046 0.185 -0.292
H -5.19991 1.49882 -3.46992 -0.171 -0.046 -0.289
H -5.73859 2.03327 -1.87285 -0.313 0.034 0.052
H -5.46345 0.30054 -2.18348 -0.331 -0.069 -0.112
H -3.92382 3.63849 -1.93374 0.160 0.237 0.197
H -2.22936 3.11972 -2.28754 0.083 0.176 0.331
H -3.47996 2.98857 -3.49509 -0.063 0.038 -0.186
C 6.44920 -1.13636 3.27911 -0.081 -0.118 0.027
C 4.97085 -0.98597 2.97318 0.154 0.010 0.414
O 4.21995 -2.10977 3.43399 -0.035 -0.020 -0.308
H 6.84556 -2.04097 2.82246 0.030 0.040 -0.078
H 7.01514 -0.28154 2.90638 0.010 -0.003 0.020
H 6.61108 -1.21705 4.35740 -0.013 0.118 0.012
H 4.81130 -0.92357 1.89763 -0.027 -0.016 -0.016
H 4.56870 -0.07644 3.43075 0.009 0.071 -0.132
H 4.33894 -2.17385 4.38540 -0.035 -0.018 0.027
C -2.90186 4.50047 3.44078 0.027 0.005 0.041
C -2.32954 5.35118 2.32020 -0.088 -0.313 -0.154
O -1.50572 4.58462 1.45394 -0.028 0.184 0.089
H -2.09710 4.04341 4.01721 0.018 0.038 0.008
H -3.52154 5.09740 4.11311 -0.017 -0.018 -0.009
H -3.51240 3.69044 3.03406 -0.052 0.042 -0.009
H -1.70675 6.14735 2.72671 0.041 0.011 -0.050
H -3.13854 5.81213 1.74059 -0.023 0.110 0.105
H -2.04795 3.88070 1.07796 0.157 -0.158 -0.114
C 8.32314 -4.15026 -0.80273 -0.044 -0.026 0.059
C 8.18027 -2.77167 -0.18473 0.268 -0.139 0.045
O 8.49533 -2.78435 1.20605 -0.108 0.020 -0.072
H 7.67436 -4.86327 -0.29336 -0.043 0.024 -0.019
H 8.06414 -4.13448 -1.86238 0.025 -0.003 -0.002
H 9.34879 -4.51325 -0.70311 0.021 0.036 -0.071
H 7.15276 -2.42044 -0.26895 -0.003 0.046 0.083
H 8.83015 -2.05346 -0.69538 -0.092 0.024 -0.090
H 9.40554 -3.08076 1.29838 0.015 -0.010 0.031

81
Properties=species:S:1:pos:R:3:forces:R:3 method="wB97M-V/def2-TZVPD" spin_multiplicity=1 gap_ev=7.03 homo_ev=-11.8 total_charge=+1
Li -3.24983 0.44020 1.64105 2.257 -0.757 0.018
N -4.98595 0.52758 -0.48235 -1.707 0.206 1.978
H -5.69515 0.31137 -1.16821 -0.168 0.792 -0.907
H -5.41594 0.30200 0.40326 -0.576 -1.456 0.394
H -4.82046 1.48060 -0.19176 0.429 1.018 -1.916
H -4.14968 -0.02489 -0.60696 2.590 -0.634 -0.373
C -1.05675 -0.27068 -0.74895 0.021 0.265 0.364
O -2.32605 -0.26843 -0.12409 -1.268 0.594 0.530
H -0.81670 -1.04586 -1.47668 -0.852 -0.664 -0.148
H -0.83900 0.63056 -1.32206 -0.126 0.529 0.087
H -0.23261 -0.38342 -0.04455 0.055 0.186 0.493
C 1.26541 -2.94061 2.85584 1.480 0.724 0.726
C 1.64284 -2.73722 1.42471 -0.569 1.334 0.487
O 2.76222 -3.57954 1.25415 -1.391 5.153 -4.496
C 2.77663 -4.45540 2.13563 -0.260 -2.956 2.435
O 3.58000 -5.31725 2.05481 0.206 -1.456 1.727
O 1.73541 -4.23912 3.00652 0.265 -2.818 1.574
F 2.08526 -1.45868 1.35495 -0.014 0.739 -1.102
H 0.30189 -2.66803 3.28645 -0.441 -0.967 -0.763
H 1.93937 -2.30611 3.43143 0.224 0.350 0.045
H 0.80924 -2.93419 0.75059 0.493 0.016 -0.636
C 2.99805 1.15499 -1.65843 1.095 -0.601 -1.840
O 3.30395 1.28121 -0.30993 0.130 1.166 2.050
C 4.38167 0.75013 0.28720 -0.003 -2.149 3.181
O 4.79668 1.01174 1.41297 -0.842 1.180 -2.136
O 4.73443 -0.40623 -0.25891 -1.940 0.835 -3.052
C 5.77516 -1.17861 0.18161 1.454 -0.321 1.273
H 3.42422 2.00123 -2.19729 -0.016 0.091 -0.064
H 1.93660 1.13430 -1.90542 -0.067 -0.007 0.780
H 3.47793 0.25014 -2.03135 -0.233 -0.030 -0.262
H 5.60294 -1.44950 1.22328 0.159 -0.156 0.053
H 6.69420 -0.59544 0.12347 0.218 -0.240 0.052
H 5.83828 -2.07228 -0.43925 -0.103 0.204 0.004
C -2.27768 1.78376 -3.98343 0.336 -0.655 0.324
O -3.11545 2.90949 -3.72745 0.230 0.067 0.420
C -4.28016 2.73192 -3.15509 -2.147 1.740 -2.144
O -5.00849 1.76810 -3.29254 0.476 -0.100 1.527
O -4.66820 3.97500 -2.71592 0.276 -0.203 0.158
C -6.02020 4.32605 -2.34820 -0.177 -0.703 0.215
H -2.66871 0.96087 -4.58180 -0.668 0.557 -0.409
H -2.09365 1.30858 -3.01986 0.670 0.179 0.010
H -1.40654 2.21617 -4.47559 0.048 -0.281 0.399
H -6.63919 4.81903 -3.09781 0.628 -0.332 -0.815
H -5.99145 5.08446 -1.56584 0.436 -0.449 0.316
H -6.54854 3.41839 -2.05647 -0.097 0.121 0.252
C 0.29463 1.55110 2.36785 -0.391 -1.201 -0.336
O 0.05743 1.42955 3.76802 -0.021 0.144 1.873
C -1.07199 0.96681 4.29105 -1.735 1.080 -1.157
O -2.06943 0.59190 3.64293 0.813 0.097 0.007
O -1.08574 1.13658 5.59867 0.583 -0.007 0.278
C -2.25627 0.94429 6.43367 -0.184 -0.737 -0.001
H 1.01540 2.32549 2.10535 -0.240 0.270 0.749
H -0.67704 1.71108 1.90057 0.278 -0.119 -0.451
H 0.77655 0.61319 2.09182 -0.338 -0.013 -0.549
H -1.95163 1.02003 7.47749 0.463 0.349 -0.319
H -2.65292 -0.06798 6.35573 0.027 0.031 -0.478
H -3.05100 1.66804 6.25286 0.280 0.070 -0.359
C -0.40857 -5.05921 -1.85915 -1.151 0.614 0.081
O -0.15558 -5.49986 -0.52312 0.966 -1.114 -0.159
C 0.63867 -6.59755 -0.43522 -0.073 0.094 0.708
O 1.18325 -7.16119 -1.32488 0.394 -0.199 -1.395
O 0.75121 -6.95480 0.82497 -4.852 2.996 -0.021
C 1.75036 -7.70214 1.26560 3.926 -1.612 0.024
H -1.26346 -5.58877 -2.27967 -0.112 -0.119 0.174
H 0.36779 -5.13313 -2.62067 0.522 0.009 0.718
H -0.71302 -4.03740 -1.63264 0.068 0.155 -0.774
H 1.83652 -8.67209 0.77583 -0.377 -0.280 0.229
H 1.71635 -7.76071 2.35349 -0.052 -0.096 -0.224
H 2.62993 -7.15057 0.93359 0.746 -0.485 0.620
C 3.10795 5.69158 -3.23953 -0.462 -1.573 -1.455
O 2.48301 5.48639 -1.99841 -1.344 0.023 2.663
C 1.49999 4.57482 -1.81777 -0.431 -1.207 -2.339
O 1.08132 3.81520 -2.71630 0.863 2.011 2.554
O 1.04627 4.58957 -0.51725 0.382 0.082 -2.166
C -0.27384 4.08806 -0.26708 -0.218 -0.253 1.324
H 2.33700 5.77011 -4.00606 0.067 0.160 -0.118
H 3.65323 4.77032 -3.44457 0.343 0.188 -0.330
H 3.76981 6.55607 -3.29153 -0.285 -0.070 0.783
H -1.08594 4.76267 -0.53818 0.411 0.420 -0.172
H -0.23448 3.97761 0.81660 -0.336 0.353 0.071
H -0.60173 3.09860 -0.58576 0.957 -0.170 -0.861